Entry 1:
3 unconnected molecules or ions with the total composition C3H14N2O2. Source: OMol25; level of theory: ωB97M-V/def2-TZVPD.

```
21
Properties=species:S:1:pos:R:3:lowdin_charge:R:1
N 2.122 -0.516 0.954 -0.02
C 1.590 -0.176 2.288 -0.28
C 0.078 -0.164 2.464 -0.22
C -0.662 1.073 1.971 -0.32
N -2.121 1.263 1.965 -0.02
H 1.785 -1.413 0.618 0.06
H 1.768 0.134 0.262 0.04
H 1.893 0.845 2.505 0.10
H 2.301 -0.819 2.856 0.12
H -0.444 -1.031 2.017 0.11
H -0.238 -0.192 3.528 0.11
H -0.327 1.233 0.918 0.10
H -0.272 1.971 2.455 0.10
H -2.454 1.293 0.977 0.07
H -2.651 0.402 2.129 0.06
O -1.098 -2.443 -5.693 -0.07
H -0.820 -2.265 -4.778 0.04
H -1.972 -2.835 -5.588 0.03
O 0.353 1.227 -2.215 -0.08
H 0.260 1.935 -2.864 0.03
H 1.136 0.746 -2.564 0.05
```

## Properties
F_max ... 3.20 eV/A
SMILES ... NCCCN.O.O
DFT total energy ... -382.6391 hartree

***

Entry 2:
A molecular structure, C25H15BrN2O6Ru. Source: OMol25; level of theory: ωB97M-V/def2-TZVPD.

```
50
Properties=species:S:1:pos:R:3:lowdin_charge:R:1
Ru -11.670 11.382 4.137 1.56
O -9.497 15.010 4.433 0.05
C -10.022 13.976 4.008 -0.37
O -10.578 13.013 4.914 -0.16
C -10.013 13.312 2.671 -0.18
C -9.379 13.811 1.547 0.01
C -9.662 13.196 0.286 -0.07
C -10.365 12.034 0.265 -0.04
C -10.821 11.476 1.470 -0.17
N -10.795 12.174 2.636 -0.09
C -11.527 10.180 1.577 -0.50
O -11.649 9.525 0.525 0.04
O -11.974 9.875 2.818 -0.17
H -8.641 14.584 1.510 0.11
H -9.181 13.550 -0.606 0.09
H -10.489 11.401 -0.562 0.10
C -15.726 12.556 4.223 -0.12
C -15.731 13.748 4.962 -0.15
C -14.695 14.006 5.863 -0.05
C -13.522 13.199 5.772 -0.23
N -13.436 12.263 4.762 -0.13
C -14.571 11.762 4.268 -0.17
C -12.365 13.481 6.640 -0.11
C -12.555 13.508 8.051 -0.03
C -11.486 13.453 8.932 -0.09
C -10.187 13.503 8.427 -0.11
C -9.961 13.750 7.105 -0.03
C -11.024 13.519 6.238 -0.15
H -16.602 12.256 3.693 0.07
H -16.563 14.440 4.872 0.08
H -14.766 14.758 6.617 0.09
H -14.531 10.785 3.689 0.12
H -13.612 13.525 8.381 0.12
H -11.636 13.457 10.027 0.11
H -9.381 13.324 9.078 0.08
H -8.944 13.847 6.622 0.14
Br -6.599 10.957 6.507 0.75
C -7.843 9.610 6.175 -0.70
C -7.381 8.386 5.640 -0.14
C -8.223 7.293 5.415 -0.06
C -9.604 7.552 5.431 -0.02
C -10.119 8.829 5.692 -0.12
C -9.240 9.836 6.182 -0.05
C -11.637 9.010 5.527 -0.51
O -12.431 8.075 5.348 0.06
O -12.131 10.284 5.680 -0.25
H -6.326 8.261 5.558 0.08
H -7.832 6.322 5.229 0.09
H -10.373 6.827 5.239 0.11
H -9.613 10.819 6.481 0.09
```

## Properties
F_max ... 3.93 eV/A
DFT total energy ... -4191.4698 hartree
Spin multiplicity ... 6
Net charge ... -1

***

Entry 3:
2 unconnected molecules or ions with the total composition CH9N2O. Source: OMol25; level of theory: ωB97M-V/def2-TZVPD.

```
13
Properties=species:S:1:pos:R:3:lowdin_charge:R:1
O -0.145 1.607 -2.069 -0.13
H 0.232 1.698 -2.924 0.01
H 1.753 0.545 0.191 0.03
H -1.070 1.835 -2.217 0.03
N 0.854 -0.019 0.131 0.02
C 0.146 -0.506 1.366 -0.40
N -0.886 -1.383 0.961 -0.01
H 1.139 -0.879 -0.391 0.05
H 0.263 0.499 -0.543 0.06
H -0.231 0.376 1.885 0.10
H 0.925 -0.997 1.937 0.09
H -1.217 -2.149 1.520 0.07
H -1.680 -0.960 0.504 0.06
```

## Properties
F_max ... 1.61 eV/A
DFT total energy ... -228.1141 hartree
Spin multiplicity ... 2

***

Entry 4:
2 unconnected molecules or ions with the total composition C3H9N2. Source: OMol25; level of theory: ωB97M-V/def2-TZVPD.

```
14
Properties=species:S:1:pos:R:3:lowdin_charge:R:1
C 0.286 1.306 0.930 0.10
N -0.723 1.246 1.693 0.20
H 0.480 2.174 0.301 0.13
H 0.948 0.472 0.766 0.08
H -0.987 0.411 2.206 0.16
H -1.349 2.035 1.804 0.16
C 0.249 0.052 -1.621 -0.04
C -0.273 -1.023 -1.022 -0.28
N 0.355 -1.768 -0.026 0.04
H 1.297 0.330 -1.588 0.07
H -0.312 0.624 -2.342 0.06
H -1.288 -1.353 -1.197 0.12
H 1.363 -1.825 -0.053 0.10
H -0.046 -2.679 0.149 0.10
```

## Properties
F_max ... 1.69 eV/A
DFT total energy ... -228.9184 hartree
Net charge ... +1

***

Among the records above, which one has the lowest F_max?
CH9N2O

***

Which value of F_max does entry 1 give?
3.20 eV/A

***

Among the records above, which one has the lowest DFT total energy?
C25H15BrN2O6Ru